1.
58
Properties=species:S:1:pos:R:3 method="wB97M-V/def2-TZVPD" homo_ev="-7.25 / -8.23" relative_energy_kcal_mol=0.00 spin_multiplicity=5 energy_ha=-2565.17355 charge=0 lumo_ev="0.1 / -2.5" homo_lumo_gap_ev="7.38 / 5.73" mol_weight_da=740.23
Pd -0.806 -0.293 0.983
C -3.657 0.576 2.006
N -2.825 0.800 0.814
C -2.780 2.249 0.566
C -3.366 0.132 -0.378
C -3.432 -1.368 -0.218
N -2.113 -1.912 0.089
C -1.954 -3.233 0.230
C -0.628 -3.728 0.353
F 0.411 -2.911 0.215
C -0.371 -5.063 0.578
F 0.900 -5.457 0.690
C -1.393 -5.985 0.677
C -2.695 -5.537 0.528
F -3.711 -6.405 0.607
C -2.984 -4.214 0.301
F -4.273 -3.866 0.191
H -4.667 0.968 1.834
H -3.200 1.094 2.846
H -3.698 -0.476 2.268
H -3.803 2.628 0.468
H -2.235 2.454 -0.349
H -2.294 2.743 1.403
H -2.721 0.398 -1.218
H -4.378 0.503 -0.596
H -3.821 -1.813 -1.138
H -4.130 -1.646 0.574
H -1.183 -7.030 0.855
I -1.059 -1.568 3.365
O 0.027 1.786 1.795
C 0.295 2.109 0.625
N -0.008 1.284 -0.401
C 0.321 1.903 -1.599
O 0.122 1.476 -2.711
C 0.942 3.243 -1.255
C 1.451 4.238 -2.058
C 1.953 5.377 -1.429
C 1.936 5.497 -0.041
C 1.413 4.483 0.761
C 0.920 3.367 0.121
H 1.462 4.132 -3.135
H 2.366 6.181 -2.025
H 2.336 6.391 0.419
H 1.396 4.564 1.840
Cl 1.976 -0.732 1.406
C 3.351 -0.609 0.308
C 4.578 -0.410 0.906
C 5.724 -0.306 0.125
C 5.625 -0.401 -1.262
C 4.394 -0.600 -1.847
C 3.201 -0.715 -1.089
C 1.972 -0.910 -1.743
H 4.631 -0.339 1.984
H 6.683 -0.152 0.600
H 6.507 -0.318 -1.883
H 4.310 -0.670 -2.924
H 1.944 -0.950 -2.822
H 1.038 -0.959 -1.208


2.
9
Properties=species:S:1:pos:R:3 method="wB97M-V/def2-TZVPD" smiles=CB(S)S homo_ev=-9.11 relative_energy_kcal_mol=35.67 energy_ha=-862.32454 charge=0 lumo_ev=0.3 homo_lumo_gap_ev=9.42 mol_weight_da=92.00
B -0.109 0.039 0.245
C 0.477 -1.228 -0.421
S -0.309 1.724 -1.196
S -0.754 -0.003 1.921
H 0.120 -2.116 0.123
H 1.580 -1.292 -0.587
H -0.015 -1.461 -1.408
H -0.280 3.025 -0.614
H -0.712 1.313 1.937


3.
9
Properties=species:S:1:pos:R:3 method="wB97M-V/def2-TZVPD" homo_ev=-7.18 relative_energy_kcal_mol=0.00 energy_ha=-236.80072 charge=0 lumo_ev=-0.9 homo_lumo_gap_ev=6.29 mol_weight_da=74.01
C 0.453 1.020 1.875
C 0.238 0.603 0.632
C -0.059 0.273 -0.569
C -0.507 -0.042 -1.795
H 0.692 2.066 2.087
H 0.225 0.386 2.736
H -0.035 -1.062 -2.952
O -0.559 -1.386 -2.046
Li -0.447 -1.857 0.031


4.
156
Properties=species:S:1:pos:R:3 method="wB97M-V/def2-TZVPD" smiles=COCCNCCOC.COCCNCCOC.COCCNCCOC.CC(C)O.CC(C)O.CC(C)O.CC(C)O.CC(C)O.CC(C)O.CC(C)O homo_ev=-7.79 relative_energy_kcal_mol=22.41 energy_ha=-2688.66255 charge=0 lumo_ev=0.4 homo_lumo_gap_ev=8.18 mol_weight_da=820.25
C 0.503 -17.493 13.633
C -0.048 -18.749 12.903
C 0.426 -18.905 11.470
O 0.324 -19.799 13.687
H 0.296 -16.515 13.199
H 1.590 -17.473 13.709
H 0.119 -17.355 14.644
H -1.130 -18.629 12.961
H -0.145 -19.680 10.958
H 1.459 -19.252 11.444
H 0.286 -18.016 10.855
H 0.000 -19.629 14.575
C 6.619 -15.488 13.607
C 7.858 -15.617 12.718
C 9.156 -16.104 13.379
O 7.553 -16.500 11.704
H 5.687 -15.192 13.126
H 6.776 -14.811 14.447
H 6.401 -16.452 14.067
H 8.066 -14.624 12.318
H 9.331 -15.371 14.167
H 9.992 -16.134 12.680
H 9.077 -17.115 13.779
H 6.614 -16.364 11.558
C 9.924 -20.694 12.016
C 9.330 -19.471 11.394
C 8.796 -19.740 9.936
O 8.234 -19.184 12.258
H 10.853 -20.922 11.495
H 9.231 -21.534 12.085
H 10.175 -20.399 13.035
H 9.999 -18.612 11.339
H 9.659 -20.009 9.327
H 8.381 -18.882 9.407
H 8.065 -20.537 9.796
H 8.016 -18.255 12.147
C 3.613 -18.078 9.615
C 4.969 -17.428 9.830
C 5.599 -16.720 8.624
O 4.920 -16.473 10.847
H 3.781 -19.048 9.148
H 2.935 -17.452 9.034
H 3.254 -18.300 10.620
H 5.666 -18.189 10.181
H 5.709 -17.364 7.751
H 6.590 -16.345 8.880
H 5.029 -15.876 8.235
H 4.153 -15.922 10.676
C 2.272 -21.469 19.863
C 1.938 -20.388 18.747
C 2.445 -20.670 17.335
O 0.540 -20.288 18.625
H 3.352 -21.584 19.960
H 1.810 -22.434 19.658
H 2.005 -21.164 20.875
H 2.261 -19.441 19.177
H 2.221 -19.967 16.532
H 2.053 -21.663 17.113
H 3.532 -20.679 17.412
H 0.106 -20.085 19.456
C 4.490 -21.323 13.975
C 4.705 -20.221 12.827
C 5.092 -18.877 13.378
O 5.826 -20.701 12.069
H 3.640 -21.240 14.652
H 5.360 -21.196 14.619
H 4.461 -22.290 13.472
H 3.838 -20.262 12.168
H 4.339 -18.363 13.976
H 5.487 -18.102 12.721
H 5.852 -19.043 14.142
H 6.513 -20.042 11.947
C 7.237 -24.013 15.478
C 8.606 -23.847 16.136
C 9.239 -22.503 15.777
O 8.399 -23.974 17.533
H 6.811 -24.987 15.720
H 7.322 -24.044 14.392
H 6.595 -23.179 15.760
H 9.274 -24.679 15.911
H 10.264 -22.449 16.146
H 8.727 -21.659 16.239
H 9.244 -22.374 14.694
H 9.216 -23.731 17.976
C 8.639 -23.718 8.561
O 7.522 -24.198 9.315
C 7.631 -23.803 10.611
C 6.296 -24.055 11.277
N 6.198 -25.499 11.605
C 4.871 -25.751 12.082
C 3.871 -25.995 10.907
O 4.375 -26.827 9.847
C 4.157 -28.233 10.055
H 9.556 -24.210 8.886
H 8.741 -22.633 8.552
H 8.538 -24.026 7.520
H 7.942 -22.773 10.788
H 8.400 -24.455 11.027
H 5.593 -23.874 10.464
H 6.171 -23.345 12.094
H 6.427 -26.096 10.823
H 4.482 -25.113 12.876
H 5.029 -26.724 12.547
H 3.589 -25.018 10.514
H 2.947 -26.409 11.311
H 3.076 -28.357 10.130
H 4.660 -28.511 10.981
H 4.570 -28.845 9.254
C 0.991 -26.119 19.667
O 1.688 -26.060 18.461
C 1.417 -27.242 17.632
C 2.259 -27.020 16.313
N 1.507 -26.141 15.408
C 2.390 -25.659 14.359
C 1.733 -24.411 13.713
O 2.296 -24.044 12.463
C 1.824 -22.864 11.864
H 1.102 -25.156 20.166
H 1.407 -26.857 20.352
H -0.086 -26.253 19.557
H 0.357 -27.436 17.468
H 1.822 -28.065 18.221
H 2.455 -27.981 15.839
H 3.237 -26.665 16.640
H 1.130 -25.309 15.841
H 2.550 -26.435 13.610
H 3.351 -25.295 14.721
H 1.772 -23.654 14.496
H 0.681 -24.632 13.536
H 1.664 -22.077 12.601
H 0.837 -23.070 11.450
H 2.596 -22.670 11.119
C 7.464 -18.908 17.182
O 7.075 -17.721 17.866
C 6.981 -16.661 16.942
C 6.573 -15.362 17.571
N 7.610 -14.778 18.415
C 7.019 -14.088 19.587
C 8.122 -13.578 20.479
O 8.749 -14.615 21.158
C 10.058 -14.364 21.543
H 8.394 -18.860 16.615
H 6.686 -19.349 16.559
H 7.637 -19.653 17.959
H 6.078 -16.883 16.373
H 7.864 -16.538 16.315
H 5.667 -15.479 18.165
H 6.346 -14.619 16.806
H 8.222 -15.490 18.787
H 6.277 -14.666 20.138
H 6.358 -13.292 19.246
H 7.705 -12.927 21.247
H 8.829 -12.995 19.888
H 10.681 -13.790 20.857
H 10.653 -15.244 21.786
H 10.038 -13.785 22.466


5.
57
Properties=species:S:1:pos:R:3 method="wB97M-V/def2-TZVPD" homo_ev=-8.29 relative_energy_kcal_mol=112.54 energy_ha=-1283.57870 charge=0 lumo_ev=0.0 homo_lumo_gap_ev=8.28 mol_weight_da=331.36
C -3.404 1.452 -0.592
N -2.103 1.356 0.027
C -1.461 0.165 0.295
C -0.133 0.139 -0.057
C 0.878 -0.751 0.572
C 2.059 -1.160 0.069
C -2.307 -0.806 1.096
H -4.231 1.558 0.115
H -3.723 0.432 -0.976
H -3.553 2.226 -1.373
H -1.571 2.193 -0.065
H 0.268 0.990 -0.594
H 0.801 -1.309 1.545
H 2.614 -1.862 0.650
H 2.570 -0.691 -0.792
H -3.238 -0.999 0.546
H -1.941 -1.802 1.082
H -2.617 -0.475 2.066
H -1.219 2.539 2.341
H -0.131 2.892 3.177
O -1.111 2.904 3.238
H -0.739 2.760 -4.103
H 0.194 2.232 -3.121
O -0.763 2.270 -3.280
H 3.184 2.997 0.085
H 4.048 1.825 0.605
O 3.358 2.010 -0.042
H 2.694 0.202 1.843
H 2.482 0.841 3.183
O 3.033 0.910 2.389
H -2.868 -0.269 -3.468
H -2.044 -1.513 -3.595
O -2.933 -1.212 -3.454
H 1.112 -3.571 1.054
H 0.282 -4.608 1.642
O 1.177 -4.300 1.725
H -0.738 0.129 -3.470
H -0.720 -0.412 -4.923
O -0.346 -0.507 -4.052
H 1.312 2.465 0.417
H 1.977 2.250 1.773
O 1.299 2.792 1.330
H -2.299 -3.067 -1.277
H -1.245 -1.970 -1.409
O -1.417 -2.834 -1.018
H 2.656 1.477 -2.390
H 2.473 2.977 -2.375
O 2.048 2.167 -2.659
H 0.353 -1.592 2.689
H 0.866 -2.944 3.058
O 0.446 -2.169 3.505
H 0.732 -3.417 -2.671
H 0.840 -3.074 -1.394
O 1.152 -3.853 -1.892
H 1.225 0.305 4.707
H -0.102 0.913 4.218
O 0.822 0.798 3.998


6.
31
Properties=species:S:1:pos:R:3 method="wB97M-V/def2-TZVPD" smiles="C[C@H]1Cc2cc3c(c(O)c2=CO1)C(O)=CC(=O)C=3O" homo_ev=-7.19 relative_energy_kcal_mol=55.14 energy_ha=-916.83829 charge=0 lumo_ev=-1.3 homo_lumo_gap_ev=5.93 mol_weight_da=260.24
O 2.283 -1.752 4.322
O -0.383 1.965 3.391
O 2.020 -2.844 1.759
O -1.605 2.044 1.163
O -1.797 1.017 -2.824
C 1.556 -1.171 3.534
C 0.857 0.036 3.968
C 0.132 0.758 3.060
C 1.348 -1.694 2.143
C -1.661 1.349 -1.501
C 0.356 -1.391 -0.061
C -0.862 0.975 0.765
C -0.029 0.273 1.672
C -0.353 -0.596 -0.987
C 0.561 -0.952 1.262
C -0.974 0.600 -0.566
C 0.463 0.982 -3.711
C -0.440 -1.027 -2.444
C -0.799 0.133 -3.373
H -0.832 2.260 2.572
H 2.579 -3.169 2.515
H -2.468 1.919 0.775
H 0.993 0.378 4.958
H -2.133 2.259 -1.139
H 0.803 -2.335 -0.354
H 0.237 1.812 -4.384
H 0.842 1.408 -2.770
H 1.265 0.339 -4.091
H 0.489 -1.552 -2.776
H -1.258 -1.737 -2.551
H -1.190 -0.284 -4.326